# C39H32N12O3RuS3

C39H32N12O3RuS3 as an isolated structure (ωB97M-V/def2-TZVPD, the Open Molecules 2025 dataset).

Each line ends with the Löwdin charge.
Cartesian coordinates (Å):
Ru  0.293  0.133  -0.189  1.12
C  -2.415  -0.574  -1.664  -0.03
C  -1.229  -0.819  -2.549  -0.29
C  -1.435  -1.175  -3.900  0.00
C  -0.378  -1.435  -4.718  0.03
C  0.934  -1.400  -4.203  -0.15
C  2.085  -1.712  -4.961  -0.02
C  3.308  -1.727  -4.351  -0.05
C  3.433  -1.442  -2.974  -0.09
C  2.329  -1.115  -2.224  -0.57
S  2.410  -0.785  -0.513  0.77
C  1.076  -1.067  -2.847  -0.23
N  0.000  -0.743  -2.052  -0.03
H  -3.339  -0.632  -2.236  0.09
H  -2.355  0.402  -1.191  0.04
H  -2.449  -1.325  -0.873  0.07
H  -2.449  -1.240  -4.269  0.12
H  -0.537  -1.701  -5.756  0.13
H  1.978  -1.952  -6.011  0.12
H  4.194  -1.973  -4.920  0.11
H  4.404  -1.490  -2.496  0.12
C  0.377  -4.323  3.135  -0.05
N  0.154  -3.462  1.968  -0.08
C  -0.198  -2.188  1.899  -0.13
N  -0.221  -1.797  0.628  -0.06
C  0.162  -2.927  -0.048  -0.22
N  0.383  -3.951  0.724  0.16
C  1.693  -4.065  3.828  -0.19
C  2.600  -5.102  4.001  -0.02
C  3.810  -4.878  4.648  -0.04
C  4.128  -3.618  5.122  0.00
C  3.218  -2.577  4.954  -0.12
C  2.009  -2.805  4.312  0.03
C  3.528  -1.239  5.455  -0.29
N  4.545  -0.834  6.125  0.14
N  4.345  0.534  6.346  0.14
C  3.224  0.825  5.793  -0.29
O  2.640  -0.247  5.203  0.12
C  2.539  2.113  5.691  -0.12
C  3.132  3.271  6.179  0.00
C  2.479  4.482  6.021  -0.04
C  1.257  4.544  5.364  -0.02
C  0.663  3.386  4.879  -0.19
C  -0.666  3.466  4.164  -0.04
N  -0.836  2.375  3.200  -0.10
C  0.011  1.990  2.260  -0.10
N  -0.477  0.907  1.653  -0.03
C  -1.668  0.696  2.284  -0.20
N  -1.914  1.559  3.235  0.14
C  1.302  2.171  5.062  0.03
H  0.353  -5.335  2.744  0.13
H  -0.463  -4.196  3.818  0.14
H  -0.473  -1.589  2.751  0.13
H  0.260  -2.981  -1.117  0.11
H  2.366  -6.091  3.625  0.12
H  4.510  -5.693  4.775  0.11
H  5.067  -3.425  5.622  0.12
H  1.318  -1.978  4.203  0.11
H  4.097  3.211  6.664  0.12
H  2.933  5.390  6.394  0.11
H  0.770  5.502  5.223  0.12
H  -0.756  4.415  3.637  0.14
H  -1.503  3.378  4.855  0.14
H  0.950  2.477  2.049  0.12
H  -2.342  -0.108  2.034  0.12
H  0.852  1.252  4.712  0.12
N  5.920  4.047  -4.532  0.12
C  5.218  3.711  -3.403  -0.31
C  4.877  2.374  -3.150  -0.01
C  4.153  2.038  -2.029  -0.05
C  3.743  3.031  -1.144  -0.31
C  4.062  4.364  -1.388  -0.06
C  4.797  4.699  -2.507  -0.02
S  2.826  2.615  0.275  0.55
O  2.470  3.855  0.922  -0.32
O  3.474  1.590  1.034  -0.32
N  1.417  1.957  -0.242  -0.29
C  0.478  2.693  -0.867  -0.74
S  0.431  4.340  -1.380  1.10
C  -1.158  4.059  -2.020  -0.38
C  -1.553  2.795  -1.789  -0.23
N  -0.618  2.019  -1.129  -0.07
H  6.383  3.324  -5.051  0.10
H  6.325  4.963  -4.597  0.10
H  5.192  1.602  -3.844  0.11
H  3.909  1.006  -1.820  0.06
H  3.739  5.125  -0.691  0.11
H  5.051  5.735  -2.697  0.12
H  -1.712  4.850  -2.498  0.07
H  -2.507  2.375  -2.069  0.11

Strongest force on any atom = 0.993 eV Å⁻¹
Frontier orbital gap (spin up / spin down) = 7.23 / 6.67 eV
2S+1 = 2
Total charge = +1



# C55H56AsBr2GeN2OSiW

C55H56AsBr2GeN2OSiW as an isolated structure (ωB97M-V/def2-TZVPD, the Open Molecules 2025 dataset).

Each line ends with the Löwdin charge.
Cartesian coordinates (Å):
W  -0.046  0.172  0.079  1.22
Br  0.352  1.098  5.078  0.78
C  1.770  0.897  3.848  -0.60
C  3.087  0.823  4.334  -0.17
C  4.145  0.715  3.480  -0.64
Br  5.904  0.630  4.186  0.74
C  3.933  0.645  2.080  -0.21
C  4.944  0.536  1.100  -0.03
C  4.600  0.454  -0.219  -0.03
C  3.239  0.424  -0.576  -0.09
N  2.278  0.496  0.313  0.03
C  2.602  0.663  1.622  -0.17
C  1.480  0.858  2.497  -0.41
O  0.284  0.962  1.998  -0.30
H  3.247  0.862  5.403  0.09
H  5.980  0.520  1.411  0.08
H  5.347  0.377  -0.997  0.11
H  2.944  0.324  -1.612  0.10
C  -0.153  4.897  -1.542  -0.24
Ge  -0.975  3.162  -1.990  0.71
C  -0.455  2.802  -3.858  -0.22
C  -2.905  3.454  -1.840  -0.20
C  -0.262  1.860  -0.758  -0.49
H  -0.549  5.696  -2.174  0.01
H  0.930  4.858  -1.672  0.01
H  -0.365  5.149  -0.501  0.01
H  -0.936  3.511  -4.535  0.01
H  -0.723  1.795  -4.175  -0.02
H  0.627  2.912  -3.952  0.01
H  -3.226  4.086  -2.672  0.02
H  -3.110  3.975  -0.903  0.02
H  -3.488  2.535  -1.851  0.00
H  0.369  2.440  -0.048  -0.02
C  4.656  -0.264  -5.126  -0.05
C  3.862  -0.933  -4.037  -0.28
C  2.492  -0.754  -3.929  -0.03
C  1.756  -1.389  -2.934  -0.31
C  0.314  -1.004  -2.790  -0.11
C  2.384  -2.238  -2.002  -0.28
As  1.077  -3.248  -0.914  1.35
N  0.350  -1.970  0.238  -0.37
C  -0.495  -2.556  1.203  -0.45
C  -1.088  -3.907  1.031  -0.05
C  -1.901  -4.470  1.923  -0.05
C  -2.432  -3.747  3.119  -0.19
C  -2.026  -2.253  3.107  -0.19
C  -0.819  -1.883  2.325  -0.07
C  2.082  -4.340  0.386  -0.30
C  2.580  -3.873  1.606  -0.25
C  2.566  -2.418  1.977  -0.05
C  3.126  -4.779  2.514  -0.01
C  3.195  -6.135  2.245  -0.27
C  3.784  -7.100  3.238  -0.06
C  2.712  -6.585  1.022  -0.03
C  2.155  -5.714  0.094  -0.31
C  1.672  -6.286  -1.217  -0.09
C  3.770  -2.444  -2.120  -0.27
C  4.588  -3.329  -1.214  -0.04
C  4.474  -1.774  -3.121  -0.04
H  4.107  0.574  -5.556  0.07
H  4.877  -0.966  -5.934  0.08
H  5.610  0.110  -4.751  0.07
H  1.976  -0.092  -4.617  0.12
H  -0.081  -0.550  -3.698  0.08
H  0.342  -0.198  -2.027  0.00
H  -0.352  -1.805  -2.473  0.05
H  -0.828  -4.492  0.157  0.06
H  -2.233  -5.490  1.757  0.11
H  -2.227  -4.311  4.036  0.13
H  -1.977  -1.849  4.120  0.14
H  -0.326  -0.963  2.584  0.07
H  2.682  -1.789  1.097  0.05
H  3.370  -2.198  2.683  0.09
H  1.615  -2.145  2.441  0.07
H  3.508  -4.402  3.457  0.12
H  4.065  -6.592  4.160  0.07
H  4.675  -7.585  2.835  0.08
H  3.071  -7.887  3.491  0.08
H  2.768  -7.643  0.783  0.11
H  1.877  -7.357  -1.257  0.07
H  2.165  -5.816  -2.071  0.07
H  0.600  -6.136  -1.359  0.06
H  4.103  -4.274  -0.988  0.06
H  4.781  -2.838  -0.257  0.08
H  5.551  -3.542  -1.680  0.07
H  5.547  -1.931  -3.187  0.11
C  -4.795  -4.069  2.037  -0.08
C  -4.825  -3.748  0.745  -0.09
C  -4.080  -2.601  0.214  -0.11
C  -3.440  -1.699  0.973  -0.22
C  -3.423  -1.898  2.477  -0.18
C  -3.921  -3.294  2.965  -0.20
Si  -2.639  -0.135  0.190  0.71
C  -3.470  1.254  1.235  -0.27
C  -4.845  1.513  1.218  -0.10
C  -5.415  2.515  1.991  -0.11
C  -4.618  3.290  2.823  -0.12
C  -3.254  3.046  2.871  -0.10
C  -2.692  2.046  2.084  -0.10
C  -3.573  -0.010  -1.503  -0.27
C  -2.876  0.409  -2.634  -0.17
C  -3.483  0.581  -3.873  -0.10
C  -4.839  0.337  -4.018  -0.11
C  -5.570  -0.079  -2.911  -0.09
C  -4.944  -0.249  -1.685  -0.13
H  -5.374  -4.906  2.414  0.09
H  -5.431  -4.325  0.054  0.09
H  -4.102  -2.482  -0.863  0.09
H  -3.899  -1.035  2.952  0.13
H  -4.375  -3.218  3.956  0.14
H  -5.496  0.929  0.580  0.08
H  -6.484  2.692  1.943  0.09
H  -5.058  4.074  3.429  0.09
H  -2.616  3.638  3.519  0.09
H  -1.623  1.878  2.125  0.06
H  -1.823  0.629  -2.531  0.02
H  -2.899  0.918  -4.723  0.09
H  -5.324  0.471  -4.977  0.09
H  -6.631  -0.276  -3.006  0.09
H  -5.539  -0.600  -0.851  0.09

Strongest force on any atom = 0.848 eV Å⁻¹
Frontier orbital gap (spin up / spin down) = 5.63 / 5.62 eV
2S+1 = 1
Total charge = -1



Going through the records in order, we get total energy values of -100069.9298 -330113.9514 eV.
Going through the records in order, we get relative energy (zero: lowest compared OMol25 entry of this formula, charge and spin) values of 1.456 2.110 eV.